Record 1
Entry from the Open Molecules 2025 dataset: a molecular structure, C7H12O3 in a non-equilibrium geometry (ωB97M-V/def2-TZVPD).

The geometry in XYZ format:
```
22
Properties=species:S:1:pos:R:3:forces:R:3:lowdin_charge:R:1
C 0.39090 0.11319 -2.78707 -0.2 0.0 -0.3 -0.003
C 0.66782 -0.46767 -1.43184 0.3 -0.6 -0.1 -0.418
O 1.02903 -1.61829 -1.25253 -0.4 0.8 -0.2 0.097
C 0.53661 0.47087 -0.26933 -0.7 -0.6 -0.3 -0.223
C -0.58405 1.53256 -0.16059 -0.1 0.0 -0.3 -0.111
C -0.71321 1.19009 1.34186 0.2 0.3 0.9 -0.097
C 0.08303 -0.10107 1.10181 3.3 0.2 0.4 -0.189
C 0.84054 -1.11462 1.90008 -6.5 0.3 3.2 -0.222
O 0.29488 -2.31332 1.92463 2.5 -0.7 -1.3 -0.067
H 0.90060 1.07944 -2.90550 -0.1 -0.2 0.0 0.095
H -0.68777 0.31923 -2.86512 0.3 -0.1 0.0 0.092
H 0.68785 -0.58700 -3.57497 -0.1 0.2 0.2 0.090
H 1.51727 0.96392 -0.16685 -0.3 -0.2 0.0 0.162
H -1.46403 1.24597 -0.75033 0.1 0.0 0.4 0.116
H -0.30728 2.56003 -0.42273 -0.1 -0.2 0.2 0.113
H -1.71222 1.05774 1.77301 0.3 -0.2 -0.3 0.121
H -0.16031 1.88710 1.98369 -0.2 0.0 -0.2 0.119
H 1.10087 -0.86233 2.94327 0.0 -0.3 0.0 0.115
H 1.40317 0.15340 1.72287 0.9 0.0 -1.7 0.189
O -1.58014 -1.37647 0.69531 0.6 -2.2 0.7 -0.185
H -0.91281 -2.33864 1.33748 0.4 3.3 -0.9 0.194
H -1.33076 -1.79411 -0.13714 -0.2 0.2 -0.4 0.011
```
Positions in Å, forces in eV/Å.

For the LUMO energy (alpha / beta), the calculation gives -0.521 / -0.523 eV. For the orbital gap (alpha / beta), the calculation gives 7.8 / 7.8 eV. As for the energy above the lowest of the compared OMol25 structures with the same formula, charge and spin: 7.632 eV.



Record 2
Entry from the Open Molecules 2025 dataset: a molecular structure, C30H22N2O3PtS3 in a non-equilibrium geometry (ωB97M-V/def2-TZVPD).

The geometry in XYZ format:
```
61
Properties=species:S:1:pos:R:3:forces:R:3:lowdin_charge:R:1
Pt 0.41900 -0.97167 -0.43616 0.5 -0.1 -0.7 1.072
C -0.56039 -3.03624 2.72086 0.1 0.0 0.2 -0.068
O -1.05818 -2.21567 1.68936 -0.5 0.1 0.2 -0.132
C -1.60344 -1.02390 2.03301 -0.2 0.1 -0.5 -0.251
C -1.88762 -0.60040 3.32288 0.1 -0.1 0.0 -0.027
C -2.53172 0.60919 3.53307 0.0 0.1 -0.1 -0.077
C -2.90689 1.41555 2.47014 0.0 0.0 0.2 -0.089
C -2.61142 1.02355 1.18144 0.4 -0.4 -0.2 -0.011
C -1.94421 -0.17981 0.94964 -0.9 0.2 1.5 -0.209
N -1.57745 -0.58111 -0.32696 1.4 1.1 -1.9 -0.077
N -2.28583 -0.13246 -1.30336 -0.3 -1.0 1.9 0.115
C -1.98243 -0.15218 -2.59236 1.6 -0.2 -0.3 -0.155
C -0.67242 -0.44367 -3.11751 -0.1 -0.7 1.5 -0.299
O 0.27536 -1.00642 -2.42540 -0.7 0.5 -0.9 -0.217
C -0.41329 -0.09724 -4.45993 -0.1 0.1 -1.3 0.002
C -1.39335 0.35080 -5.30390 0.9 -0.4 0.6 0.002
C -2.73425 0.45256 -4.86997 -0.8 0.0 0.6 -0.175
C -3.79190 0.74481 -5.75153 0.0 -0.1 0.1 -0.035
C -5.09320 0.71128 -5.31939 -0.1 0.1 -0.1 -0.087
C -5.38601 0.41927 -3.98154 0.2 0.1 0.0 -0.071
C -4.36917 0.20054 -3.08621 0.0 0.0 0.0 -0.022
C -3.03022 0.19651 -3.50657 -0.4 0.2 -0.6 -0.100
H -1.35777 -3.35183 3.39984 0.0 0.0 0.0 0.095
H 0.21929 -2.52121 3.28747 0.0 0.0 0.0 0.088
H -0.14124 -3.91204 2.23078 0.0 0.0 0.0 0.097
H -1.59658 -1.19392 4.17365 0.0 -0.1 0.0 0.105
H -2.74250 0.92196 4.54303 0.0 0.0 0.2 0.103
H -3.41125 2.35485 2.64238 0.0 0.0 0.0 0.101
H -2.85461 1.64609 0.33318 0.0 0.0 0.0 0.110
H 0.59557 -0.25265 -4.81455 0.1 0.0 0.0 0.119
H -1.15632 0.57229 -6.33408 0.1 0.1 -0.1 0.118
H -3.56421 0.95435 -6.78791 0.0 0.0 -0.1 0.111
H -5.89961 0.90766 -6.01109 0.0 0.0 -0.1 0.100
H -6.41468 0.35833 -3.65667 -0.1 0.1 0.0 0.104
H -4.56754 -0.00458 -2.04607 -0.1 -0.1 0.0 0.108
O 0.99606 -0.52997 1.47066 -0.9 -1.2 -0.1 -0.350
C 2.28040 -0.02403 1.51710 0.1 0.7 -0.1 -0.642
C 3.21800 -0.75233 0.58342 0.2 0.0 0.2 -0.450
C 4.48397 -0.43882 0.19942 -0.5 0.1 0.2 -0.105
C 5.01829 -1.36855 -0.72208 -0.1 -0.3 -0.1 -0.153
C 4.14724 -2.35969 -1.03065 -0.2 -0.1 -0.3 -0.366
S 2.67193 -2.22951 -0.14537 0.0 0.6 0.2 1.051
C 2.77116 -0.14524 2.93566 -0.3 -0.2 0.2 -0.462
C 3.94306 -0.62751 3.42862 -0.1 0.1 -0.1 -0.110
C 3.98196 -0.62845 4.84040 0.0 0.0 0.3 -0.183
C 2.83304 -0.16664 5.39202 -0.3 0.2 -0.2 -0.400
S 1.67212 0.27352 4.20239 0.4 -0.3 0.1 1.044
C 2.18526 1.42992 1.07107 0.1 0.2 0.0 -0.454
C 1.89054 1.83660 -0.19844 0.3 0.0 0.0 -0.142
C 1.64982 3.22541 -0.28839 -0.1 0.1 0.1 -0.181
C 1.75692 3.84492 0.91395 0.1 -0.1 0.3 -0.410
S 2.16359 2.75367 2.17665 -0.1 0.0 -0.6 1.045
H 5.01377 0.42750 0.55522 0.0 0.2 0.0 0.130
H 6.00851 -1.29030 -1.13574 0.2 -0.1 -0.1 0.108
H 4.29141 -3.18943 -1.69269 0.1 -0.2 -0.2 0.065
H 4.75609 -0.97750 2.82153 0.1 -0.1 -0.2 0.107
H 4.82603 -0.96771 5.41146 0.2 -0.1 0.2 0.098
H 2.59624 -0.04340 6.42915 0.0 0.0 0.3 0.058
H 1.86452 1.17594 -1.05811 0.0 0.0 0.1 0.099
H 1.39489 3.72933 -1.20273 0.0 0.1 -0.2 0.099
H 1.61563 4.87969 1.14590 0.0 0.3 0.0 0.056
```
Positions in Å, forces in eV/Å.

For the LUMO energy, the calculation gives -1.058 eV. For the orbital gap, the calculation gives 6.5 eV. As for the energy above the lowest of the compared OMol25 structures with the same formula, charge and spin: 0.000 eV.



Record 3
Entry from the Open Molecules 2025 dataset: C5H13OP in the gas phase in a non-equilibrium geometry (ωB97M-V/def2-TZVPD).

The geometry in XYZ format:
```
20
Properties=species:S:1:pos:R:3:forces:R:3:lowdin_charge:R:1
C -2.22009 -1.29015 -0.24931 0.8 0.9 2.3 -0.351
P -1.50045 0.37179 -0.29007 0.9 1.3 -2.0 0.905
C 0.42837 0.17089 -0.10876 -1.9 -1.6 0.0 -0.722
C 0.72953 -1.19747 0.48907 -3.4 -1.3 0.7 -0.115
C 1.07710 0.33039 -1.43786 2.2 -1.8 -1.9 -0.138
C 0.85197 1.28105 0.84879 2.8 -2.2 1.4 -0.347
O 0.76305 2.53649 0.31837 2.1 0.5 -0.3 -0.025
H -3.27165 -1.20938 -0.37555 -0.8 -0.3 -0.9 0.019
H -1.59326 -1.81385 -0.91458 -0.1 -1.2 -1.1 0.014
H -2.06677 -1.66287 0.76009 0.0 -0.5 0.0 0.021
H -1.74798 0.83157 0.97276 -0.2 0.1 1.2 -0.079
H -0.05566 -1.41939 1.33548 1.5 0.1 -1.5 0.102
H 0.80203 -2.11614 -0.18407 -0.4 1.5 0.6 0.110
H 1.61494 -1.11597 0.98919 2.8 0.0 1.3 0.028
H 0.84082 1.27923 -1.77197 -0.7 1.9 -1.2 0.027
H 0.89352 -0.43598 -2.31924 -0.1 1.3 2.1 0.125
H 2.20903 0.39567 -1.36861 -1.0 -0.4 0.3 0.106
H 1.98673 1.14236 1.08711 -1.7 0.0 -0.5 0.155
H 0.36126 1.10187 1.83396 0.0 0.5 -0.5 0.121
H -0.10248 2.81990 0.38518 -2.9 1.2 0.0 0.043
```
Positions in Å, forces in eV/Å.

For the LUMO energy, the calculation gives 0.869 eV. For the orbital gap, the calculation gives 9.2 eV. As for the energy above the lowest of the compared OMol25 structures with the same formula, charge and spin: 1.927 eV. The SMILES is CPC(C)(C)CO.



Record 4
Entry from the Open Molecules 2025 dataset: 2 unconnected molecules or ions with the total composition C10H19FN3 in a non-equilibrium geometry (ωB97M-V/def2-TZVPD).

The geometry in XYZ format:
```
33
Properties=species:S:1:pos:R:3:forces:R:3:lowdin_charge:R:1
C 3.37197 -1.37457 0.16306 -0.6 -2.9 -0.9 -0.121
C 3.49522 -0.93698 1.50401 -1.0 0.0 0.2 -0.163
C 3.45670 -0.27112 -0.65409 0.7 0.8 4.4 -0.072
C -2.86840 -0.44174 -0.80959 1.7 0.7 0.2 -0.034
C -1.65142 -1.13793 1.43376 -1.9 0.9 -2.1 0.001
C -1.88749 1.36833 0.63411 1.2 0.7 0.7 -0.031
C 3.88283 2.06292 -0.08022 2.3 4.5 -3.4 -0.094
C -0.35538 -1.20852 -1.71590 0.5 4.1 -0.6 0.036
C -0.39765 -0.29215 -0.54830 -0.2 0.7 -1.1 -0.223
C -1.81730 -0.09341 0.21018 2.8 -1.0 0.7 -0.476
N 3.57018 0.39066 1.54595 1.1 -0.5 -0.8 0.092
N 3.67352 0.76964 0.24823 -2.1 -3.7 1.1 -0.261
N 0.11746 -0.74692 -2.81902 -0.3 0.5 -0.5 0.263
F -0.01384 0.93476 -1.09911 0.4 0.1 0.2 -0.031
H 3.20494 -2.46470 -0.15584 0.4 2.0 0.5 0.117
H 3.38548 -1.55305 2.42784 0.3 0.8 -1.0 0.118
H -2.64578 0.02066 -1.76913 -0.3 0.1 -0.1 0.109
H -3.82439 -0.22650 -0.48566 -2.0 0.8 0.6 0.083
H -2.82062 -1.46930 -0.83852 -0.2 -2.6 -0.9 0.060
H -0.99293 -0.68284 2.15856 0.0 -0.1 0.4 0.086
H -2.69368 -1.33916 1.77822 1.0 0.1 0.3 0.105
H -1.23239 -2.07455 1.03320 -0.1 0.2 0.3 0.080
H -2.38038 1.47415 1.61098 0.4 -0.2 -0.1 0.099
H -2.52602 1.93434 -0.03817 0.2 0.1 -0.3 0.085
H -0.83637 1.84353 0.64465 -1.9 -0.6 0.4 0.121
H 3.77628 2.08810 -1.27819 0.8 0.4 2.7 0.135
H 3.22696 2.86097 0.26332 -0.7 -0.6 0.4 0.079
H 4.91527 2.43664 0.29532 -1.4 -0.7 -1.1 0.126
H -0.77645 -2.11469 -1.60789 -0.8 -3.5 0.0 0.127
H 0.49145 -0.71808 -0.05457 -0.2 0.5 1.2 0.162
H 0.14543 -1.26763 -3.68846 0.0 -0.3 0.2 0.164
H 3.37882 0.01111 -1.63640 0.1 -0.1 -2.3 0.078
H 0.31746 0.27801 -2.91405 0.0 -1.2 0.5 0.180
```
Positions in Å, forces in eV/Å.

For the LUMO energy, the calculation gives -4.869 eV. For the orbital gap, the calculation gives 7.1 eV. The total charge is +1. As for the energy above the lowest of the compared OMol25 structures with the same formula, charge and spin: 1.413 eV.